1.
Molecular formula: C6H12O
Method: DFT, ωB97M-V/def2-TZVPD

Structure (ORCA input):
```
! RIJCOSX wB97M-V def2-TZVPD def2/J DEFGRID3
* xyz 0 1
H 2.0278 1.7819 -0.6999
C 1.2479 -0.3596 -2.1283
H 1.5644 -1.4099 -2.1207
C 1.2806 1.1805 -0.1898
H 0.2421 -1.8424 -0.0514
H 0.4295 -0.2768 -2.8543
C -0.8407 -0.4745 1.2289
H 2.0833 0.2466 -2.4906
H -2.2397 0.8979 2.1294
O 0.1299 -0.1066 2.2008
H -1.3715 -1.3722 1.5869
H 0.9514 -0.5628 1.9832
C 0.7919 0.0793 -0.7590
C -1.8584 0.6520 1.1342
H -2.7024 0.3350 0.5137
C -0.2269 -0.8485 -0.1285
H 0.9671 1.5195 0.7899
H -1.0521 -0.9942 -0.8404
H -1.4240 1.5549 0.6959
*
```

Computed properties:
Highest occupied orbital energy = -9.39 eV
Structure (SMILES) = C=C(C)C[C@H](C)O
LUMO energy = 0.92 eV
Electronic energy = -8463.4841 eV
ΔE to the lowest compared entry with this formula, charge and spin = 83.9 kJ/mol



2.
Molecular formula: C7H21GaN3O2
Method: DFT, ωB97M-V/def2-TZVPD

Structure (ORCA input):
```
! RIJCOSX wB97M-V def2-TZVPD def2/J DEFGRID3
* xyz -1 1
C -2.4402 0.4353 -1.9494
H -1.9868 0.1887 3.0583
C -1.3428 -0.6230 2.6907
N 0.4321 -1.1279 0.9980
C 0.2076 1.1754 1.7108
H -0.4264 1.9089 2.2138
N 2.4953 0.9681 -2.2693
H -1.9867 -1.4430 2.3653
O -3.3145 0.3628 -2.8022
O -0.5867 -1.1511 3.7698
H -2.7168 0.1036 -0.9136
C 1.8228 0.7522 -3.5711
H -0.5362 -0.8063 -4.6422
C -0.0365 -0.1969 4.6477
Ga 0.1579 -0.3564 -3.2622
H -0.0489 -1.9684 0.6936
H -0.5709 0.9830 -1.1265
H 1.5356 1.7318 -3.9812
H -1.2516 0.0130 0.6848
H 0.9325 0.1796 4.3092
H 1.1084 1.0269 2.3098
H 0.5218 1.5804 0.7490
N 0.7353 -1.8962 -2.2563
H 2.4830 0.2545 -4.3023
H 1.0444 -1.4256 1.7516
H -1.0094 1.8392 -2.6380
C -0.5252 -0.1438 1.4898
H 0.5905 -1.8506 -1.2566
H 2.5799 0.0801 -1.7822
C -1.0584 0.8787 -2.1055
H 3.4404 1.3263 -2.3754
H 0.0954 -0.6826 5.6149
H 0.3648 -2.7762 -2.5942
H -0.7099 0.6596 4.7709
*
```

Computed properties:
Highest occupied orbital energy = -4.11 eV
LUMO energy = 2.80 eV
Electronic energy = -68541.0187 eV



3.
Molecular formula: C25H32BF3O3
Method: DFT, ωB97M-V/def2-TZVPD

Structure (ORCA input):
```
! RIJCOSX wB97M-V def2-TZVPD def2/J DEFGRID3
* xyz 0 1
H 0.4350 -2.8147 2.4375
C 0.0135 -2.9955 -0.4438
C 2.6295 -2.5739 -0.8020
F -2.5733 -4.8834 2.9927
C 2.2945 -2.9252 -2.1495
C 4.0872 1.9584 0.6325
C 1.1370 -1.9818 -0.6387
H 4.3381 2.3124 -1.5209
H 2.9680 -1.5488 4.3517
H 4.4919 -0.8840 3.6786
H 2.8326 -3.3582 -0.0470
O 2.8267 0.3507 3.5988
F -4.1966 -4.3287 1.6164
H -3.5516 0.5607 4.2911
C -0.3588 0.4227 1.7573
C -1.2655 -1.7388 3.2226
H 2.2048 -0.6651 0.6375
H -1.6086 -2.5921 3.7995
C -1.2747 -2.4898 -0.5500
H 6.1783 1.9620 1.0391
C -1.9494 -0.5327 3.3462
H 5.6004 3.4934 0.3475
C 2.7578 2.7860 0.9471
H 2.3680 -2.1279 -2.8979
H 5.1229 0.8497 -0.9645
H 0.0179 1.2994 1.2312
H 1.7115 -3.8218 -2.3050
H 1.2975 -4.6950 -0.0571
H 1.9270 2.7943 -1.0713
C 0.2247 -0.8573 1.4927
F -3.1715 -6.2851 1.4092
H -1.8057 1.5716 2.8054
C -3.1916 -0.4630 4.1741
C 5.3546 2.6846 1.0391
H 3.2667 4.5986 -0.0129
O 2.3880 2.3938 2.3000
H -3.0566 -0.8944 5.1728
H 5.2494 3.0652 2.0609
H 3.4160 -1.7936 -0.7426
H 1.4303 1.3679 -0.1067
H -0.5163 -5.8836 1.1634
C 2.9186 4.2854 0.9759
H -3.2752 -2.7333 0.1575
B 3.1107 1.2589 2.6528
H 3.3626 0.8761 -1.2032
C -2.2864 -3.1629 0.1008
H 0.8051 -1.3760 -1.5514
C -0.7169 -4.9371 0.6790
C -2.9817 -4.9593 1.6759
C 1.6454 2.4555 -0.0538
H 0.7356 3.0248 0.2211
C 1.1928 -1.1008 0.4654
C -0.1701 -1.8947 2.3983
H 1.9444 4.7390 1.1787
C 0.2901 -4.2772 -0.0176
H -3.9825 -1.0507 3.6920
C -1.9665 -4.3398 0.7639
O 3.9868 0.8695 1.5836
C -1.4091 0.5652 2.6485
C 3.4068 -0.9692 3.5295
H 3.2122 -1.5019 2.5800
H 3.6156 4.5880 1.7699
H -1.4552 -1.4940 -0.9581
C 4.2174 1.4592 -0.8252
*
```

Computed properties:
Highest occupied orbital energy = -5.82 eV
LUMO energy = -1.19 eV
Electronic energy = -41413.4467 eV
ΔE to the lowest compared entry with this formula, charge and spin = 299.7 kJ/mol



4.
Molecular formula: C5H13N2O3
Method: DFT, ωB97M-V/def2-TZVPD

Structure (ORCA input):
```
! RIJCOSX wB97M-V def2-TZVPD def2/J DEFGRID3
* xyz 1 1
N -2.5125 0.4296 0.2457
H 0.0380 -2.4083 -1.2426
C -3.0980 -0.8605 0.1787
H -3.6749 -1.2662 -0.5978
H -2.2332 -1.5092 0.3009
H -3.7991 -1.0755 1.0313
C 1.3657 0.7798 -0.5052
H 0.8841 -0.0999 1.4462
H 1.5418 -2.2282 1.0333
C 1.7438 -0.2619 0.6504
N -0.0567 0.5697 -0.7445
C 1.5773 -1.6877 0.0787
H 1.7742 0.6408 -1.5116
H 2.7159 0.0167 0.9820
H 2.4467 2.3040 0.5675
H 1.4988 2.9473 -0.7154
O 0.2772 -1.6887 -0.5216
C 1.5289 2.2057 0.0302
H -3.0453 1.2894 0.0873
H 2.5628 -1.9893 -0.5427
H 0.6783 2.4116 0.6823
O -1.4141 0.6074 0.7288
O -0.7996 0.8735 -1.6620
*
```

Computed properties:
Highest occupied orbital energy (alpha / beta) = -13.13 / -13.50 eV
LUMO energy (alpha / beta) = -5.19 / -5.16 eV
Electronic energy = -14504.6889 eV
ΔE to the lowest compared entry with this formula, charge and spin = 833.7 kJ/mol



5.
Molecular formula: C20H25ClN3O4RuSe
Method: DFT, ωB97M-V/def2-TZVPD

Structure (ORCA input):
```
! RIJCOSX wB97M-V def2-TZVPD def2/J DEFGRID3
* xyz 2 2
C 3.2246 0.7737 -1.3973
O -1.0985 0.8424 0.1571
H 2.6377 -0.1172 -3.7752
H 3.7572 -1.3579 3.7478
H 4.0162 0.8781 -2.1422
Ru 0.5600 -0.5762 0.0138
C 1.2028 -4.3745 -1.2451
C -1.5200 0.7260 -2.2550
H -1.6990 2.8302 0.2990
H 0.1663 -5.9831 -2.3263
H -1.2896 1.7594 -2.5215
C 2.8693 -1.9143 3.4821
C -0.4478 -1.1823 1.8469
C 2.4680 2.0608 -1.2298
C 1.8758 -0.4384 -3.0611
H -2.0258 -4.8174 -2.1614
C 0.5954 0.3155 -3.2914
H 3.5941 -3.8018 4.1820
H -0.5013 2.2668 1.4656
H -2.2030 -2.6030 -1.0757
H -0.6257 -0.1906 2.2184
O 1.3023 1.7476 -0.4675
C 2.7713 -3.2859 3.7061
C -0.7915 2.2374 0.4159
N 1.9751 -2.4924 -0.0852
H 0.7408 1.3977 -3.2648
H -2.4021 -0.4331 -0.6924
C 0.0615 -5.0273 -1.8305
C -1.1278 -4.3858 -1.7430
Cl 1.8693 0.3991 2.3246
H 0.7120 3.6807 0.0319
H 3.0945 2.7876 -0.7061
O 2.3653 -0.3244 -1.7206
C 1.7929 -1.3021 2.8905
Se 3.3949 -3.5357 -0.3755
H -2.2568 0.3545 -2.9735
C 0.5829 -3.3398 2.6940
O -0.3333 -0.0544 -2.2692
H 1.6981 -1.5050 -3.2110
H -2.9426 1.2475 -0.7313
H -0.2954 -3.8923 2.3801
N -0.2352 -2.4788 -0.5563
C -2.0825 0.5923 -0.8729
C -1.2374 -3.0963 -1.1087
H 0.0176 3.0236 -1.4535
H 1.5935 -5.0581 3.4912
N 2.4567 -4.7924 -1.2191
C 0.3236 2.7706 -0.4349
C 1.6472 -3.9930 3.3113
H -1.3384 -1.7237 1.5571
C 0.6290 -1.9705 2.5014
H 3.6805 0.4977 -0.4462
H 2.1691 2.5018 -2.1839
H 0.2027 0.0564 -4.2789
C 0.9758 -3.1293 -0.6220
*
```

Computed properties:
Highest occupied orbital energy (alpha / beta) = -14.30 / -14.22 eV
<S²> = 0.773
LUMO energy (alpha / beta) = -7.46 / -7.47 eV
Electronic energy = -114238.4607 eV
ΔE to the lowest compared entry with this formula, charge and spin = 92.4 kJ/mol



6.
Molecular formula: C5H6O2
Method: DFT, ωB97M-V/def2-TZVPD

Structure (ORCA input):
```
! RIJCOSX wB97M-V def2-TZVPD def2/J DEFGRID3
* xyz 0 1
O 1.5774 -0.0120 -1.5364
C -0.7999 -0.6121 -1.0323
C 0.6737 -0.5094 -0.5924
C -0.1277 0.5192 1.5734
O 0.9011 1.7465 -0.1090
H -1.4508 -1.0448 -0.2548
C 0.5702 0.6613 0.3454
H -1.2560 0.3606 -1.2828
H 0.9946 -1.4734 -0.1415
H 1.5423 0.9373 -1.2774
H -1.1337 0.2818 3.5869
C -0.6695 0.3785 2.6397
H -0.8218 -1.2336 -1.9189
*
```

Computed properties:
Highest occupied orbital energy = -10.24 eV
Structure (SMILES) = C#CC(=O)[C@@H](C)O
LUMO energy = -0.25 eV
Electronic energy = -9374.4173 eV
ΔE to the lowest compared entry with this formula, charge and spin = 258.4 kJ/mol